[1]
The following is a quantum chemistry calculation of an isolated molecule of C4H16Si4 in a non-equilibrium geometry, from the Open Molecules 2025 dataset.

XYZ file:
```
24
Properties=species:S:1:pos:R:3:forces:R:3:nbo_charge:R:1
C -2.138355 0.917692 -1.556207 -0.10 0.26 -0.75 -1.14
C -1.801988 0.584329 1.561094 2.05 2.73 0.58 -1.10
C 1.756002 1.147954 1.445440 2.48 2.43 0.76 -1.13
C 2.135223 0.910296 -1.433071 -0.29 -1.39 -2.16 -1.10
Si -1.258659 -2.357300 0.093252 0.28 1.51 -1.58 0.20
Si 1.129898 -2.383533 -0.103686 1.73 -1.27 0.41 0.12
Si -1.132961 0.133454 -0.210211 0.13 -1.28 2.46 0.85
Si 1.304311 -0.036863 0.025506 -0.38 1.92 -0.22 0.83
H -3.216684 0.758856 -1.438504 0.15 0.31 0.51 0.25
H -1.893843 2.022159 -1.587770 -0.35 -1.24 -0.38 0.25
H -1.964904 0.364164 -2.498602 0.41 0.77 0.12 0.25
H -1.479877 -0.270823 2.114231 -1.04 -0.97 0.61 0.23
H -1.191424 1.346001 2.217472 -0.84 -0.65 -1.74 0.23
H -2.824059 0.985000 1.624671 0.11 -0.97 0.11 0.24
H 1.275252 0.889921 2.408784 0.46 0.27 -0.37 0.24
H 2.970402 1.303021 1.610168 -2.90 -1.09 -0.27 0.24
H 1.559365 2.303180 1.231441 -0.30 -2.51 0.11 0.25
H 2.615833 0.146286 -2.250018 -1.15 2.06 1.85 0.24
H 1.207195 1.432535 -1.913211 1.98 -0.68 0.54 0.24
H 2.899084 1.655084 -1.096393 -0.69 -0.69 -0.36 0.24
H -2.070744 -2.672034 -1.077629 -0.07 -0.61 -0.55 -0.14
H -1.865986 -3.145773 1.176812 0.23 0.07 0.38 -0.10
H 1.665455 -3.544395 0.802723 -0.32 1.21 -0.19 -0.10
H 2.321455 -2.489202 -1.146302 -1.59 -0.16 0.12 -0.08
```
Positions in Å, forces in eV/Å.

Properties
Multiplicity: 1
LUMO level in eV: -0.22
Gap between HOMO and LUMO in hartree: 0.291
Energy relative to the best compared isomer or geometry (same formula, charge and spin) in eV: 0.000
Total charge: 0
SMILES: C[Si]1(C)[SiH2][SiH2][Si]1(C)C
DFT total energy in Ha: -1319.85001
F_max in hartree/bohr: 0.0691

=====

[2]
The following is a quantum chemistry calculation of C32H45Cl2CoN2PS as an isolated structure in a non-equilibrium geometry, from the Open Molecules 2025 dataset.

XYZ file:
```
84
Properties=species:S:1:pos:R:3:forces:R:3:lowdin_spin:R:1
P -0.889152 -1.260118 -3.415211 -1.21 -1.41 -2.17 0.04
C -2.517339 -0.735692 -4.290800 0.71 0.22 0.34 0.00
C -2.825843 -1.090038 -5.755798 -0.18 -0.25 -0.29 0.00
C -4.120513 -0.409310 -6.251971 0.45 0.23 -0.02 0.00
C -5.304323 -0.520940 -5.284625 -0.08 -0.25 -0.05 0.00
C -4.955802 -0.367208 -3.795739 -0.06 0.23 -0.06 0.00
C -3.682315 -1.103243 -3.379477 -0.34 0.21 0.12 0.00
C -1.146144 -3.114270 -3.304171 0.03 0.42 -0.47 0.01
C -1.919023 -3.705635 -4.483275 0.21 -0.15 -0.08 0.00
C -1.841397 -5.220824 -4.496835 0.01 -0.23 0.17 0.00
C -2.275353 -5.832422 -3.147131 -0.32 -0.08 -0.43 0.00
C -1.790984 -5.081453 -1.900132 0.27 0.02 0.08 0.00
C -1.819335 -3.548411 -2.015085 0.05 -0.34 0.40 0.00
C 0.208037 -1.246963 -4.963182 -0.21 -0.16 0.36 0.01
C 0.443147 0.166106 -5.493395 0.20 0.20 -0.16 0.00
C 1.140600 0.144912 -6.875833 -0.27 0.03 0.05 0.00
C 2.420933 -0.701243 -6.946611 0.07 0.17 0.34 0.00
C 2.305646 -2.030684 -6.187674 -0.15 -0.18 0.10 0.00
C 1.552357 -1.964342 -4.838232 0.28 0.13 0.10 0.00
H -2.399441 0.351145 -4.251937 -0.18 0.08 0.07 0.00
H -2.955306 -2.169555 -5.894137 -0.08 0.44 0.05 0.00
H -2.001427 -0.806015 -6.430541 -0.26 0.03 0.24 0.00
H -4.392976 -0.868158 -7.213589 -0.01 0.15 0.14 0.00
H -3.903329 0.646206 -6.475612 -0.07 -0.12 0.20 0.00
H -6.044510 0.233972 -5.564111 -0.07 -0.05 0.05 0.00
H -5.800234 -1.489046 -5.446224 0.16 0.02 0.10 0.00
H -4.838627 0.699847 -3.557482 0.05 -0.17 -0.03 0.00
H -5.795627 -0.737482 -3.196298 0.02 0.14 -0.04 0.00
H -3.448376 -0.843567 -2.334408 -0.04 -0.01 -0.42 0.00
H -3.865295 -2.184731 -3.401091 -0.06 0.29 -0.01 0.00
H -0.121702 -3.498782 -3.296957 -0.06 -0.16 0.06 0.00
H -0.820640 -5.535605 -4.760505 -0.08 0.09 0.18 0.00
H -1.573666 -3.328562 -5.456681 0.02 -0.22 0.39 0.00
H -2.966867 -3.397929 -4.375758 0.26 -0.29 -0.15 0.00
H -2.486860 -5.589269 -5.305700 0.07 -0.15 0.16 0.00
H -1.929929 -6.871109 -3.118386 -0.06 0.02 0.13 0.00
H -3.375244 -5.893800 -3.141379 0.16 0.16 0.04 0.00
H -2.399960 -5.387320 -1.043063 0.11 -0.03 -0.02 0.00
H -0.758268 -5.387527 -1.680769 -0.10 0.09 -0.02 0.00
H -1.314242 -3.100447 -1.147155 -0.13 -0.19 -0.21 0.00
H -2.856501 -3.201361 -1.975189 0.10 -0.05 -0.07 0.00
H -0.419894 -1.821301 -5.663924 0.39 0.29 -0.07 0.00
H -0.500428 0.733755 -5.560331 0.34 -0.17 0.00 0.00
H 1.073565 0.716089 -4.769047 -0.22 -0.19 -0.20 0.00
H 0.438211 -0.227847 -7.635878 -0.04 0.00 0.19 0.00
H 1.370486 1.177658 -7.157114 -0.01 -0.07 -0.08 0.00
H 3.264096 -0.121579 -6.540320 -0.19 -0.08 0.02 0.00
H 2.667150 -0.903260 -8.001279 0.00 0.09 0.28 0.00
H 3.306508 -2.427048 -5.987317 -0.02 -0.01 -0.12 0.00
H 1.819375 -2.763613 -6.846235 -0.10 0.05 0.16 0.00
H 1.423540 -2.987015 -4.453996 0.10 0.30 -0.11 0.00
H 2.163890 -1.427878 -4.089225 -0.16 -0.20 -0.30 0.00
Co -0.161894 -0.337152 -1.340081 -0.34 0.16 0.90 2.60
Cl 1.216576 -2.067394 -1.309701 1.54 -2.01 -0.20 0.12
Cl -1.135332 1.484095 -2.338791 -0.68 1.57 -0.20 0.08
C -0.594835 -0.916343 0.556592 -0.74 -0.04 0.08 0.51
H 0.371736 -0.960510 1.126771 -1.00 0.07 -0.02 0.02
C -1.761068 -1.401393 1.203936 0.35 -0.04 0.35 0.08
C -1.776456 -1.712332 2.605606 -0.37 -0.37 0.06 0.12
C -2.879289 -2.329729 3.200635 0.06 0.05 -0.13 -0.01
C -4.024885 -2.640756 2.431851 0.15 -0.07 0.22 0.15
C -4.064758 -2.269913 1.072476 0.34 0.10 0.21 0.00
C -2.981032 -1.638703 0.480353 0.21 0.15 0.48 0.12
H -0.874837 -1.469377 3.185472 -0.44 -0.21 -0.19 0.01
H -2.850370 -2.595760 4.274163 -0.04 0.19 -0.69 0.00
H -4.948757 -2.493143 0.477675 0.08 0.08 0.10 0.00
H -3.001368 -1.300959 -0.554041 -0.05 -0.21 0.27 0.01
H -4.872002 -3.175856 2.890854 0.47 0.36 -0.26 0.01
N 2.954743 0.204023 -1.935356 0.06 0.46 -0.13 0.01
C 2.393900 1.129737 -1.127422 -1.48 0.53 1.02 0.01
N 1.182194 1.028013 -0.570713 1.79 0.21 -0.47 0.04
C 0.943388 1.986839 0.426708 1.49 -0.03 0.17 0.00
C -0.034098 1.926024 1.425765 -0.51 -0.29 0.10 0.02
C 0.083526 2.655816 2.609043 0.27 0.28 -0.58 0.00
C 1.142457 3.553665 2.759284 0.48 0.23 -0.47 0.00
C 2.087570 3.707912 1.721577 0.00 0.08 0.13 0.00
C 2.010220 2.910035 0.581129 -0.65 -0.50 0.07 0.00
S 3.219714 2.623368 -0.692403 -0.09 0.08 0.64 0.01
H 3.920257 0.287299 -2.248283 -0.63 0.16 0.39 0.00
H 2.526319 -0.741478 -1.862974 0.16 0.28 -0.13 0.00
H -0.862188 1.231221 1.313968 0.22 0.05 -0.10 0.01
H -0.643170 2.529217 3.417035 0.21 0.00 -0.41 0.00
H 1.242511 4.127101 3.686836 0.05 -0.15 -0.43 0.00
H 2.923394 4.402308 1.798339 -0.21 -0.10 0.25 0.00
```
Positions in Å, forces in eV/Å.

Properties
Multiplicity: 5
LUMO level (spin up / spin down) in eV: 2.39 / 2.39
Gap between HOMO and LUMO (spin up / spin down) in hartree: 0.199 / 0.257
Total charge: -1
DFT total energy in Ha: -4398.65947
F_max in hartree/bohr: 0.0555

=====

[3]
The following is a quantum chemistry calculation of C16H29AlCl6N2O9S as an isolated structure in a non-equilibrium geometry, from the Open Molecules 2025 dataset.

XYZ file:
```
64
Properties=species:S:1:pos:R:3:forces:R:3:nbo_charge:R:1
C -0.687480 -2.477034 -3.426564 0.16 0.25 -0.80 -0.51
C -0.071583 -1.405004 -4.299828 -0.09 0.71 0.94 -0.42
C 0.692648 -0.366299 -3.433013 0.00 -0.08 -0.59 -0.41
C 2.109540 -0.079329 -3.953165 0.41 -0.40 0.88 -0.40
C 2.638160 1.324968 -3.659547 -0.26 0.09 -0.19 -0.39
C 2.985228 1.663081 -2.182984 -0.01 0.03 -0.22 -0.42
C 2.967813 0.511131 -1.162523 0.12 0.29 0.34 -0.41
C 2.433907 0.907490 0.237252 0.29 -0.24 -0.06 -0.18
C 3.482865 0.562518 1.300411 0.18 -0.20 -0.14 0.74
O 4.168141 -0.476514 1.201843 0.01 -0.35 -0.17 -0.58
O 3.651846 1.355458 2.230286 -0.09 0.48 0.43 -0.51
N 1.132558 0.205278 0.523832 0.02 0.35 -0.23 -0.41
Cl 1.115785 -0.531477 2.112784 -0.02 -0.12 -0.06 0.13
C -0.012082 1.113918 0.564544 -0.30 -0.25 0.54 -0.08
Cl -0.086287 2.197876 -0.845445 0.07 0.03 0.02 0.01
C -1.340464 0.308831 0.681006 0.07 0.45 -0.65 -0.19
C -2.252228 0.312384 -0.539644 -0.57 -0.77 0.38 -0.63
Cl -2.295218 1.009440 2.069351 1.17 -0.66 -0.33 -0.06
H -1.243482 -3.226753 -3.975854 -0.52 0.35 0.04 0.25
H 0.217586 -3.015036 -2.876242 -0.25 -0.08 -0.16 0.28
H -1.278299 -2.049275 -2.607501 0.11 -0.43 0.34 0.24
H -0.913113 -0.867910 -4.752560 0.03 -0.29 -0.42 0.23
H 0.581827 -1.813718 -5.066344 -0.19 -0.09 -0.13 0.23
H 0.707533 -0.755551 -2.413252 0.19 0.19 0.11 0.20
H 0.143711 0.577996 -3.387964 -0.13 -0.07 -0.06 0.21
H 2.199683 -0.322161 -5.012958 -0.20 0.26 -0.08 0.21
H 2.777212 -0.786829 -3.446667 0.07 -0.10 -0.25 0.20
H 3.507432 1.500675 -4.295079 0.07 -0.07 0.08 0.21
H 1.887850 2.042595 -4.008074 0.03 0.02 0.00 0.20
H 3.986494 2.095497 -2.172323 0.00 0.00 0.03 0.22
H 2.342809 2.477743 -1.852605 -0.08 -0.09 0.04 0.21
H 3.991492 0.171259 -1.012392 -0.04 -0.19 -0.07 0.25
H 2.404163 -0.365252 -1.459229 -0.03 0.02 -0.18 0.21
H 2.308909 1.990985 0.321915 -0.19 -0.02 -0.01 0.23
H 0.063012 1.775901 1.432154 0.16 0.09 -0.09 0.22
H -1.146544 -0.731281 0.918336 0.22 0.13 0.40 0.26
H -2.783307 1.247673 -0.708332 0.27 0.11 -0.25 0.20
H -1.729288 -0.016597 -1.435388 0.18 0.28 -0.02 0.24
H -3.036979 -0.425665 -0.350694 -0.01 0.03 0.01 0.23
Al -2.564563 3.281281 0.852203 0.26 1.09 -0.24 0.85
Cl 5.133735 -5.230131 2.543882 -0.01 -0.01 0.03 -0.08
C 4.830329 -3.527654 2.998487 -0.12 0.11 -0.14 -0.39
C 6.022039 -2.887594 3.655126 0.02 0.13 -0.02 -0.38
Cl 6.356080 -3.574868 5.270378 0.02 -0.02 -0.01 -0.07
H 3.960003 -3.507790 3.649143 0.03 -0.06 0.05 0.22
H 4.591928 -2.988455 2.083269 0.05 0.04 0.01 0.25
H 5.828631 -1.825318 3.791598 -0.05 -0.01 0.00 0.24
H 6.917953 -3.003079 3.051333 0.01 -0.07 0.03 0.22
N -0.387419 6.059633 -0.572645 -0.20 -0.05 -0.20 0.71
O -1.487258 6.629603 -0.509841 -0.12 -0.08 0.02 -0.48
O -0.038671 5.297863 0.363934 -0.16 -0.50 0.29 -0.54
O 0.352643 6.206237 -1.546033 0.05 0.01 0.05 -0.45
C -7.783800 0.431792 3.899064 -0.19 0.20 -0.31 -0.10
C -7.694130 -0.912141 3.207740 -0.09 -0.25 0.34 -0.10
O -6.386777 -0.906851 2.606054 -0.11 0.26 -0.12 -0.69
S -5.378101 -0.084682 3.523976 -0.16 -0.03 0.06 2.56
O -4.631507 -0.972123 4.335886 0.14 0.08 0.03 -0.89
O -4.711357 0.867254 2.699997 -1.05 -0.05 0.33 -0.94
O -6.464407 0.646474 4.427664 -0.03 -0.20 0.06 -0.68
H -8.005729 1.233417 3.192885 -0.01 -0.01 -0.01 0.20
H -8.513447 0.444875 4.703171 0.18 0.00 0.16 0.22
H -8.455930 -1.048020 2.446264 0.17 0.02 -0.18 0.22
H -7.739403 -1.737031 3.920395 -0.02 0.02 0.02 0.20
Cl 0.627306 -4.533706 -3.851475 0.53 -0.27 0.37 -0.10
```
Positions in Å, forces in eV/Å.

Properties
Multiplicity: 1
LUMO level in eV: -6.47
Gap between HOMO and LUMO in hartree: 0.058
Total charge: 0
DFT total energy in Ha: -4814.98203
F_max in hartree/bohr: 0.0270

=====

Question: Among the records above, which one has the lowest F_max?
Answer: C16H29AlCl6N2O9S